{"formula": "C39H32BrN5O2SSn", "method": "wB97M-V/def2-TZVPD", "symbols": ["Sn", "O", "C", "C", "C", "C", "C", "C", "C", "O", "N", "N", "C", "C", "Br", "C", "C", "C", "C", "C", "C", "C", "H", "H", "H", "H", "H", "H", "H", "H", "H", "H", "H", "H", "H", "H", "S", "C", "C", "C", "N", "C", "C", "C", "C", "C", "N", "C", "C", "H", "H", "H", "H", "H", "H", "H", "H", "N", "C", "C", "C", "C", "C", "C", "C", "C", "C", "C", "C", "C", "C", "H", "H", "H", "H", "H", "H", "H", "H", "H", "H"], "positions_angstrom": [[0.3581, 0.4679, -0.6206], [-2.1059, 0.4587, -3.2426], [-2.2522, -0.6479, -4.0064], [-2.9842, -0.6184, -5.1955], [-3.1414, -1.7548, -5.9621], [-2.5672, -2.9502, -5.5561], [-1.8235, -2.9864, -4.3912], [-1.6724, -1.8560, -3.6011], [-0.8332, -1.9523, -2.3408], [0.0587, -0.9647, -2.1950], [-1.7286, -2.0756, -1.1818], [-1.3389, -1.6707, -0.0069], [-1.9096, -2.1017, 1.0727], [-1.5009, -1.7042, 2.3683], [-0.3052, -0.1797, 2.4367], [-1.8653, -2.2382, 3.5634], [-2.6509, -3.4128, 3.8304], [-3.3475, -3.4515, 5.0532], [-4.1431, -4.5278, 5.3763], [-4.2343, -5.6099, 4.5097], [-3.5128, -5.6127, 3.3221], [-2.7306, -4.5294, 2.9811], [-2.5504, 1.1983, -3.6778], [-3.4279, 0.3132, -5.5165], [-3.7130, -1.7104, -6.8761], [-2.6934, -3.8450, -6.1424], [-1.3602, -3.9126, -4.0845], [-0.2949, -2.9242, -2.3965], [-2.4920, -2.7444, -1.2660], [-2.7371, -2.8091, 1.0184], [-1.5400, -1.7071, 4.4489], [-3.2661, -2.6182, 5.7345], [-4.6881, -4.5345, 6.3068], [-4.8419, -6.4607, 4.7720], [-3.5537, -6.4752, 2.6741], [-2.1121, -4.5753, 2.0977], [7.5095, -1.0441, 0.4297], [5.7885, -0.5858, 0.1847], [4.7756, -1.4518, 0.5755], [3.4657, -1.0371, 0.4111], [3.1384, 0.1449, -0.0932], [4.1101, 0.9698, -0.4608], [5.4534, 0.6484, -0.3540], [7.4934, -0.4448, 2.1307], [7.4403, 0.9206, 2.3689], [7.2805, 1.3383, 3.6843], [7.1946, 0.4857, 4.6818], [7.2970, -0.8064, 4.4665], [7.4579, -1.3377, 3.1895], [4.9980, -2.4211, 0.9924], [2.6352, -1.6758, 0.6940], [3.7922, 1.9281, -0.8520], [6.2182, 1.3355, -0.6803], [7.5184, 1.6353, 1.5638], [7.2046, 2.3878, 3.9335], [7.2279, -1.4471, 5.3347], [7.5390, -2.4031, 3.0360], [-1.3699, 2.0684, -0.1764], [-1.3248, 3.2425, 0.2095], [-0.0337, 3.8782, 0.6450], [0.0709, 4.3792, 1.9329], [1.2511, 4.9892, 2.3249], [2.2997, 5.1175, 1.4299], [2.1871, 4.6152, 0.1452], [1.0248, 3.9716, -0.2467], [-2.4834, 4.1611, 0.2833], [-3.7711, 3.6813, 0.5171], [-4.8166, 4.5813, 0.6206], [-4.5962, 5.9396, 0.4710], [-3.3235, 6.4069, 0.1919], [-2.2652, 5.5242, 0.1081], [-0.7594, 4.2999, 2.6166], [1.3426, 5.3797, 3.3265], [3.2006, 5.6251, 1.7332], [2.9936, 4.7437, -0.5597], [0.9142, 3.6025, -1.2606], [-3.9471, 2.6235, 0.6388], [-5.8125, 4.2216, 0.8257], [-5.4137, 6.6367, 0.5626], [-3.1485, 7.4594, 0.0507], [-1.2748, 5.8943, -0.1052]], "forces_ev_per_a": [[0.34, -0.88, -1.02], [0.02, 0.42, 0.36], [-0.25, -0.69, -0.65], [0.21, 0.19, 0.33], [0.07, -0.20, 0.11], [-0.01, -0.06, -0.06], [-0.26, 0.05, -0.08], [0.00, 0.25, 0.26], [0.35, 0.20, -1.23], [0.60, 1.17, 1.34], [-0.06, -0.27, 1.39], [0.75, 0.77, -1.75], [-0.93, -0.67, 1.51], [0.80, 0.91, -1.31], [-0.34, -0.57, 0.25], [-0.54, -0.59, 0.69], [0.16, 0.18, -0.04], [0.04, -0.02, 0.12], [-0.05, 0.08, 0.06], [0.07, 0.13, 0.02], [0.08, 0.02, -0.22], [-0.02, -0.12, -0.13], [0.03, -0.06, 0.10], [-0.06, 0.14, -0.03], [-0.05, 0.02, -0.07], [0.02, -0.09, -0.11], [0.10, -0.11, 0.04], [-0.30, -0.01, 0.22], [-0.14, -0.06, 0.03], [0.02, -0.01, -0.03], [-0.05, 0.16, 0.03], [0.00, 0.10, 0.08], [-0.04, 0.01, 0.09], [-0.08, -0.11, 0.03], [0.04, -0.05, -0.04], [0.04, -0.05, -0.09], [-0.30, 0.22, 0.28], [0.37, -0.20, -0.08], [-0.20, 0.13, -0.09], [0.15, -0.30, 0.11], [-0.64, 0.07, -0.07], [0.21, 0.21, -0.12], [-0.22, -0.11, -0.02], [0.16, -0.15, -0.29], [0.02, 0.01, 0.25], [0.07, -0.05, -0.72], [-0.18, 0.42, 1.22], [0.10, -0.39, -0.51], [-0.04, 0.12, 0.11], [0.06, -0.07, 0.04], [0.06, -0.12, 0.04], [0.07, 0.07, -0.07], [0.03, 0.06, -0.02], [-0.02, 0.03, -0.07], [0.05, 0.11, -0.01], [0.05, -0.11, 0.05], [-0.04, -0.06, -0.06], [-0.49, -1.22, -0.53], [0.31, 1.59, 0.51], [0.19, -0.58, -0.16], [0.16, 0.03, 0.06], [-0.13, -0.03, 0.10], [0.07, 0.03, 0.00], [0.05, -0.03, -0.09], [-0.01, 0.02, -0.07], [-0.45, -0.23, -0.08], [0.05, 0.17, -0.03], [-0.15, -0.22, 0.06], [0.05, 0.05, -0.08], [0.01, 0.03, 0.02], [0.01, 0.01, -0.03], [-0.13, 0.03, 0.08], [0.01, 0.04, 0.09], [0.13, 0.06, 0.03], [0.11, 0.00, -0.07], [0.00, 0.04, -0.02], [0.02, -0.11, 0.03], [-0.11, -0.05, 0.03], [-0.12, 0.05, 0.00], [0.01, 0.19, -0.02], [0.08, 0.05, 0.01]], "mulliken_charge": [1.127, -0.255, 0.793, -0.730, -0.654, -0.718, -0.613, 0.218, 0.307, -0.843, -0.010, -0.029, -0.419, 0.228, -0.110, -0.741, 0.706, -0.513, -0.636, -0.396, -0.645, -0.343, 0.295, 0.352, 0.416, 0.430, 0.353, 0.364, 0.379, 0.728, 0.415, 0.381, 0.413, 0.420, 0.409, 0.647, -0.068, 0.112, -0.653, -0.255, -0.044, -0.257, -0.484, 0.347, -0.231, -0.441, -0.563, -0.340, -0.231, 0.416, 0.330, 0.341, 0.526, 0.380, 0.381, 0.377, 0.439, -0.523, 0.344, -0.056, -0.131, -0.782, -0.516, -0.956, 0.006, 0.522, -0.499, -0.574, -0.477, -0.711, -0.294, 0.553, 0.460, 0.462, 0.553, 0.672, 0.439, 0.412, 0.423, 0.427, 0.440], "total_charge": 2, "max_force_ev_per_a": 2.05, "homo_lumo_gap_ev": [6.3, 4.2], "lumo_ev": [-6.7, -8.8], "de_lowest_kcal_mol": 32.9, "total_energy_ev": -139199.0730}